[1]
ORCA calculation (ωB97M-V/def2-TZVPD) on C30H33CoFN3O7 as an isolated structure.

Calculated values
multiplicity	5
net charge	+2
gap between HOMO and LUMO (spin up / spin down)	8.0 / 4.3	eV
LUMO level (spin up / spin down)	-0.18234 / -0.31783	Eh
maximum force	0.9	eV Å⁻¹
E_HOMO (spin up / spin down)	-12.99 / -13.00	eV

Geometry (Å):
Co (-0.75, -1.09, 0.48)
F (4.15, -4.52, -2.60)
O (-1.96, -2.29, -0.80)
O (0.09, 0.42, 1.42)
O (-0.31, -3.22, 1.03)
O (-2.29, 0.42, -0.04)
O (1.27, 2.27, 1.31)
O (0.92, -1.39, -0.53)
O (-2.20, -0.65, 3.32)
N (4.61, 0.31, -0.04)
N (-3.67, 3.45, 0.46)
N (-3.77, 2.17, 0.17)
C (-6.70, 1.32, -1.90)
C (3.24, -1.51, -0.84)
C (-4.84, 4.33, 0.59)
C (-6.59, -0.18, -0.01)
C (7.02, -0.01, 0.18)
C (5.66, -1.58, -1.17)
C (5.98, 2.14, 0.99)
C (-1.99, 5.19, 1.10)
C (4.24, -3.35, -1.97)
C (-2.47, 1.60, 0.23)
C (2.06, -0.87, -0.30)
C (-5.45, 0.46, 0.45)
C (1.16, 1.07, 1.09)
C (7.03, -1.00, -0.97)
C (-1.40, -4.06, 0.68)
C (-2.36, 3.80, 0.72)
C (-1.58, 2.69, 0.59)
C (-1.74, -3.70, -0.75)
C (5.51, -2.79, -1.81)
C (3.11, -2.74, -1.51)
C (2.26, 0.31, 0.43)
C (4.51, -0.93, -0.69)
C (-7.21, 0.25, -1.18)
C (3.53, 0.86, 0.49)
C (-5.55, 1.97, -1.46)
C (0.26, -3.51, 2.31)
C (5.93, 1.02, -0.03)
C (-1.76, -1.10, 2.39)
C (-2.33, -1.87, -2.12)
C (-4.96, 1.53, -0.29)
H (5.78, 1.78, 2.00)
H (-2.41, -0.79, -2.12)
H (-7.18, 1.65, -2.81)
H (6.37, -3.33, -2.18)
H (-2.25, -3.90, 1.35)
H (7.75, -1.80, -0.80)
H (-0.91, 5.26, 1.18)
H (-4.70, 4.93, 1.49)
H (3.65, 1.81, 0.98)
H (-4.97, 0.16, 1.37)
H (-4.89, 4.98, -0.28)
H (-2.64, -4.22, -1.08)
H (2.14, -3.19, -1.63)
H (-2.43, 5.46, 2.06)
H (0.67, -4.52, 2.31)
H (-0.51, 2.63, 0.76)
H (-7.00, -1.00, 0.55)
H (6.86, -0.52, 1.14)
H (6.04, 1.44, -1.03)
H (-2.33, 5.91, 0.36)
H (1.06, -2.79, 2.47)
H (7.98, 0.51, 0.25)
H (-3.30, -2.31, -2.38)
H (-0.91, -3.95, -1.42)
H (-8.11, -0.24, -1.53)
H (-0.49, -3.42, 3.10)
H (6.99, 2.55, 0.99)
H (5.31, 2.96, 0.76)
H (7.34, -0.48, -1.88)
H (-5.13, 2.79, -2.03)
H (-1.11, -5.12, 0.74)
H (-1.57, -2.19, -2.83)
H (-5.73, 3.71, 0.67)

So, what does the Löwdin scheme give us? The charges, in e, come out as: 0.735 0.096 -0.270 -0.124 -0.285 0.078 0.048 -0.064 0.206 0.051 0.013 0.083 -0.038 -0.043 0.076 -0.038 -0.137 -0.119 -0.039 0.021 -0.248 -0.268 -0.254 0.005 -0.561 -0.118 -0.164 -0.181 0.167 -0.143 0.077 0.080 -0.019 -0.052 -0.038 0.051 -0.009 -0.050 -0.285 0.057 -0.037 -0.214 0.102 0.081 0.122 0.143 0.138 0.130 0.106 0.114 0.133 0.124 0.125 0.146 0.129 0.105 0.109 0.099 0.119 0.140 0.166 0.104 0.104 0.131 0.107 0.144 0.121 0.093 0.097 0.086 0.137 0.128 0.149 0.109 0.111

***

[2]
ORCA calculation (ωB97M-V/def2-TZVPD) on C5H8O as an isolated structure.

Calculated values
gap between HOMO and LUMO (spin up / spin down)	8.3 / 8.3	eV
LUMO level (spin up / spin down)	0.03536 / 0.03534	Eh
maximum force	0.4	eV Å⁻¹
E_HOMO (spin up / spin down)	-7.38 / -7.38	eV

Geometry (Å):
O (0.33, -0.49, 1.47)
C (-0.42, -0.39, 0.40)
C (1.52, -0.44, 0.67)
C (0.69, 0.96, -0.88)
C (-1.87, -0.11, 0.42)
C (0.66, -0.54, -0.60)
H (-0.19, 1.40, -1.37)
H (1.60, 1.28, -1.38)
H (-2.14, 0.44, 1.32)
H (1.37, 0.93, 0.34)
H (-2.44, -1.05, 0.40)
H (2.31, -1.12, 1.01)
H (-2.14, 0.47, -0.46)
H (0.73, -1.34, -1.33)

So, what does the Löwdin scheme give us? The charges, in e, come out as: 0.047 -0.320 -0.132 -0.111 0.006 -0.268 0.051 0.067 0.095 0.143 0.091 0.107 0.088 0.136

***

[3]
ORCA calculation (ωB97M-V/def2-TZVPD) on C30H25Br2CoN2O3PS5 as an isolated structure.

Calculated values
multiplicity	2
net charge	-2
gap between HOMO and LUMO (spin up / spin down)	4.6 / 4.5	eV
LUMO level (spin up / spin down)	0.10075 / 0.10072	Eh
maximum force	2.7	eV Å⁻¹
E_HOMO (spin up / spin down)	-1.82 / -1.72	eV

Geometry (Å):
Br (3.51, 0.49, 0.57)
Br (-0.05, 0.79, 2.19)
Co (-0.68, -0.97, 0.46)
S (1.26, 2.01, -1.25)
S (-1.68, 0.65, -0.83)
S (-2.82, -1.54, 1.27)
S (0.66, -2.40, 1.73)
S (0.81, -5.30, 3.40)
P (0.87, -4.40, 1.66)
O (0.77, -1.54, -1.66)
O (-1.33, -2.33, -1.82)
O (0.95, 3.35, -0.73)
N (-5.86, 4.84, 0.68)
N (-7.08, 2.19, 3.50)
C (-1.10, 1.88, -5.18)
C (-1.34, -5.95, 0.94)
C (-0.85, -5.83, -1.78)
C (-1.91, -6.58, -1.30)
C (-1.15, -2.65, -3.19)
C (-0.28, -5.21, 0.46)
C (-4.66, 2.61, 0.98)
C (-6.21, 1.96, 2.78)
C (-0.33, -1.72, -1.19)
C (-4.55, 0.40, 1.99)
C (-3.58, 2.27, 0.17)
C (2.90, -6.09, 0.86)
C (2.81, 2.24, -2.23)
C (4.76, -5.49, -0.52)
C (3.17, -3.81, 0.12)
C (1.86, 0.92, 2.32)
C (-0.23, 0.84, -4.88)
C (-2.99, 1.01, 0.24)
C (-1.30, 2.91, -4.27)
C (-5.14, 1.66, 1.92)
C (0.30, 1.90, -2.80)
C (2.45, -4.77, 0.81)
C (-0.59, 2.91, -3.08)
C (-5.31, 3.84, 0.83)
C (-0.03, -5.14, -0.90)
C (-2.16, -6.64, 0.07)
C (-3.48, 0.05, 1.16)
C (4.33, -4.18, -0.55)
C (0.46, 0.84, -3.68)
C (4.05, -6.45, 0.20)
H (-0.10, 0.04, -5.59)
H (5.66, -5.78, -1.05)
H (0.80, -4.56, -1.28)
H (-0.71, 3.70, -2.35)
H (-1.49, -6.01, 2.01)
H (-4.92, -0.33, 2.70)
H (-2.98, -7.23, 0.44)
H (1.10, 0.01, -3.40)
H (-2.55, -7.12, -1.99)
H (3.06, 1.30, -2.70)
H (2.83, -2.78, 0.10)
H (2.33, -6.81, 1.43)
H (-3.18, 2.99, -0.53)
H (2.68, 3.02, -2.97)
H (-2.01, 3.69, -4.49)
H (3.59, 2.51, -1.52)
H (2.15, 1.95, 2.51)
H (-0.65, -5.80, -2.84)
H (4.40, -7.47, 0.23)
H (4.89, -3.44, -1.10)
H (-0.13, -2.98, -3.38)
H (-1.87, -3.44, -3.41)
H (-1.63, 1.88, -6.12)
H (2.23, 0.21, 3.05)
H (-1.37, -1.77, -3.80)

So, what does the Löwdin scheme give us? The charges, in e, come out as: 0.288 0.811 -0.404 0.760 0.751 0.616 0.323 0.133 0.051 -0.038 -0.126 -0.540 0.127 0.131 -0.107 -0.106 -0.099 -0.103 -0.077 -0.341 -0.214 -0.220 -0.676 -0.081 -0.065 -0.117 -0.271 -0.115 -0.102 -0.629 -0.095 -0.656 -0.087 -0.213 -0.446 -0.386 -0.112 -0.224 -0.083 -0.094 -0.715 -0.091 -0.104 -0.105 0.098 0.087 0.109 0.102 0.066 0.103 0.094 0.097 0.091 0.040 0.052 0.081 0.108 0.052 0.097 -0.002 -0.016 0.096 0.091 0.097 0.082 0.080 0.090 -0.019 0.078